C38H25BrN5O3SSr as an isolated structure. Source: the OMol25 dataset; level of theory: ωB97M-V/def2-TZVPD.

Output
Charge: -1
Largest force on an atom: 0.012 Eh/bohr
LUMO: 0.0806 Ha
Calculated total energy: -4965.56172 Ha
Highest occupied orbital energy: -4.866 eV

XYZ file:
```
74
Properties=species:S:1:pos:R:3:forces:R:3:lowdin_charge:R:1
Sr 0.831195 0.599351 0.258775 -0.509 -0.339 -0.155 1.47
O 2.620433 1.631717 1.907606 0.083 0.189 0.082 -0.42
S 3.550375 0.603993 1.445885 0.108 -0.020 -0.152 0.48
O 3.974727 0.774583 0.066359 0.196 -0.004 0.052 -0.33
N 2.778918 -0.727329 1.674545 0.261 0.125 0.186 -0.22
C 3.252755 -1.978425 1.341964 -0.235 0.021 -0.178 -0.27
C 4.556144 -2.373775 1.136273 0.008 -0.056 0.104 -0.03
C 4.866627 -3.724558 0.865539 -0.007 0.012 -0.002 -0.09
C 3.896380 -4.679221 0.769527 0.002 0.012 -0.015 -0.07
C 2.536740 -4.302182 0.910870 -0.004 -0.024 0.035 -0.17
C 1.460300 -5.206279 0.757881 -0.030 0.018 -0.014 -0.03
C 0.176990 -4.750592 0.843833 0.045 -0.004 0.015 -0.06
C -0.039006 -3.374267 1.074791 -0.033 -0.008 0.056 -0.14
N 0.928343 -2.512995 1.243787 -0.021 -0.015 -0.071 0.11
C 2.210863 -2.959311 1.183850 -0.014 -0.018 -0.107 -0.17
C 4.999236 0.696825 2.461212 -0.031 0.006 0.035 -0.29
C 4.927434 0.239716 3.769527 0.005 -0.001 0.005 -0.06
C 6.054465 0.309539 4.572355 0.000 -0.003 0.001 -0.08
C 7.237525 0.833079 4.065253 -0.001 0.000 -0.001 -0.09
C 7.297663 1.285044 2.754549 0.002 -0.002 0.001 -0.08
C 6.174380 1.215579 1.942031 0.006 0.001 0.002 -0.06
H 5.358611 -1.651491 1.190255 0.017 0.024 0.013 0.10
H 5.906203 -3.997842 0.729208 -0.001 -0.002 -0.001 0.10
H 4.142296 -5.712903 0.558297 0.003 -0.001 0.007 0.10
H 1.672260 -6.250375 0.555955 -0.002 -0.005 0.004 0.11
H -0.669542 -5.411892 0.715837 -0.006 -0.003 -0.002 0.10
H -1.049610 -2.978362 1.100838 0.060 -0.011 0.026 0.10
H 3.996872 -0.173028 4.138232 0.000 0.000 -0.001 0.12
H 6.011883 -0.047530 5.593242 0.001 0.000 0.000 0.10
H 8.116852 0.885158 4.694879 0.001 0.001 -0.001 0.10
H 8.221083 1.690688 2.361682 0.001 -0.001 0.000 0.10
H 6.194584 1.551107 0.913920 -0.005 -0.003 -0.001 0.11
Br -8.766760 3.646198 -1.310710 -0.006 0.016 0.003 0.70
C -8.209235 1.833906 -1.398222 -0.023 -0.018 0.037 -0.70
C -7.169660 1.481400 -2.245637 0.041 -0.051 -0.035 -0.12
C -6.762003 0.160201 -2.306923 -0.121 0.097 -0.050 -0.04
C -7.393537 -0.803391 -1.522931 -0.026 -0.039 -0.180 -0.31
C -8.454014 -0.439297 -0.704673 0.036 -0.051 -0.019 -0.04
C -8.856361 0.885707 -0.626559 -0.001 0.056 0.004 -0.14
N -7.097372 -2.195806 -1.682839 -0.136 0.001 0.137 0.05
N -5.947228 -2.655168 -1.550179 0.102 0.084 -0.116 0.05
C -4.838145 -1.919994 -1.097125 -0.039 -0.094 0.081 -0.25
C -4.871808 -0.869013 -0.190694 0.136 -0.004 0.132 -0.03
C -3.719862 -0.281487 0.309058 -0.009 -0.030 0.073 0.00
C -2.440151 -0.712954 -0.081230 0.186 -0.254 -0.252 -0.39
O -1.354052 -0.244468 0.364835 -0.110 0.410 0.379 -0.28
C -2.382879 -1.801223 -1.056559 -0.040 0.044 -0.125 -0.16
N -1.149089 -2.164810 -1.485721 -0.033 0.033 -0.055 0.12
C -1.051670 -3.158355 -2.331111 -0.029 -0.010 -0.014 -0.16
C -2.164886 -3.873737 -2.814192 0.032 0.008 0.009 -0.07
C -3.415567 -3.498014 -2.415850 -0.041 -0.013 0.015 -0.02
C -3.564340 -2.418259 -1.514543 0.023 -0.004 -0.024 -0.10
H -6.678291 2.234510 -2.845842 0.001 0.001 -0.004 0.10
H -5.941620 -0.126550 -2.951843 -0.010 0.008 0.002 0.12
H -8.959083 -1.202320 -0.126129 0.004 -0.004 -0.005 0.11
H -9.671990 1.175821 0.021432 -0.001 0.002 -0.003 0.10
H -5.823184 -0.511203 0.177724 0.067 -0.018 0.040 0.11
H -3.782083 0.520714 1.032794 -0.012 -0.003 0.002 0.11
H -0.050608 -3.424582 -2.657665 0.009 -0.002 0.000 0.10
H -2.019983 -4.698126 -3.500644 0.001 0.000 -0.001 0.09
H -4.300446 -4.006539 -2.773604 0.003 0.007 -0.002 0.10
C 0.485497 2.671046 -1.259148 0.145 -0.063 0.107 -0.20
C 0.940918 3.810497 -1.287899 -0.028 -0.010 -0.041 -0.25
C 1.483670 5.135069 -1.355235 -0.020 0.012 -0.029 -0.28
C 1.416028 6.001758 -0.258502 0.002 0.000 0.010 -0.05
C 1.947497 7.279575 -0.326073 -0.001 0.000 -0.002 -0.11
C 2.558867 7.727368 -1.489799 -0.002 -0.001 0.001 -0.12
C 2.633417 6.878202 -2.586314 0.001 0.003 0.003 -0.11
C 2.104395 5.599526 -2.521210 -0.007 -0.004 -0.004 -0.05
H 0.941609 5.651988 0.648980 0.002 0.000 0.000 0.11
H 1.884055 7.930998 0.537378 0.001 0.002 0.000 0.09
H 2.973411 8.726501 -1.541403 0.001 0.000 0.001 0.09
H 3.108855 7.214421 -3.500157 0.000 0.001 0.001 0.09
H 2.163703 4.935854 -3.373820 0.001 0.000 0.001 0.11
```
Positions in Å, forces in eV/Å.

A 6-piece molecular cluster, C38H26FN3O12S overall in a non-equilibrium geometry. Source: the OMol25 dataset; level of theory: ωB97M-V/def2-TZVPD.

Output
Largest force on an atom: 0.142 Eh/bohr
SMILES: C[C@H](F)c1cc2nsnc2cc1ON=O.O=C1C=CC(=O)C=C1.O=C1C=CC(=O)C=C1.O=C1C=CC(=O)C=C1.O=C1C=CC(=O)C=C1.O=C1C=CC(=O)C=C1
LUMO: -0.0744 Ha
Calculated total energy: -3028.16829 Ha
Highest occupied orbital energy: -9.071 eV

XYZ file:
```
81
Properties=species:S:1:pos:R:3:forces:R:3:lowdin_charge:R:1
C -2.245020 -6.306080 0.450462 0.215 0.749 0.769 -0.09
C -2.217667 -4.634875 0.390003 -1.027 -0.766 0.664 -0.22
F -1.636154 -4.195669 1.713357 -1.240 -0.757 -3.106 -0.12
C -3.778118 -4.037140 0.319957 -2.881 -0.193 -0.580 0.00
C -5.023487 -4.970607 -0.232789 0.741 3.569 1.456 0.05
C -6.542671 -4.353723 -0.252780 0.753 -0.826 -0.037 -0.26
N -7.688278 -5.212745 -0.745260 2.000 6.464 2.767 -0.27
S -9.044743 -4.089981 -0.501232 4.368 1.028 1.030 0.86
N -8.322836 -2.614350 0.176394 4.260 -3.085 -0.640 -0.29
C -6.830583 -2.835438 0.298203 -1.460 -2.399 -1.171 -0.21
C -5.609242 -1.884077 0.837530 2.181 -3.137 -0.659 0.08
C -4.080839 -2.488535 0.847271 -4.918 -0.805 -0.711 -0.08
O -3.016378 -1.568099 1.351349 -2.798 -3.859 0.541 -0.12
N -2.820935 -0.676677 0.361270 3.795 0.298 -4.201 -0.02
O -1.883394 -1.036204 -0.350176 -3.039 1.459 2.208 0.05
H -1.279525 -6.615742 1.079695 -2.075 0.642 -1.635 0.09
H -3.193519 -6.658658 1.083041 2.129 0.787 -1.564 0.09
H -2.227989 -6.777454 -0.634506 -0.054 1.023 2.362 0.09
H -1.552745 -4.238586 -0.518240 -1.413 -0.636 2.384 0.16
H -4.897045 -6.088832 -0.627004 -0.048 2.868 1.073 0.12
H -5.824262 -0.804605 1.241266 0.521 -2.429 -0.930 0.11
C 2.980992 1.558438 0.402287 0.015 0.431 -0.268 0.03
C 2.387721 2.582604 -0.218550 0.388 -0.211 0.083 0.02
C 0.917855 2.717612 -0.240390 -0.374 0.500 -0.316 -0.37
O 0.373925 3.653609 -0.810093 0.394 -0.453 0.281 0.09
C 0.129523 1.678492 0.451394 -0.127 -0.370 0.280 0.02
C 0.722794 0.654325 1.072231 -0.323 0.262 -0.135 0.02
C 2.192660 0.519317 1.094071 0.361 -0.765 0.457 -0.38
O 2.736590 -0.416680 1.663773 -0.328 0.639 -0.382 0.10
H 4.057818 1.444090 0.427166 -0.022 -0.020 0.012 0.11
H 2.952042 3.353279 -0.729843 -0.083 -0.035 0.030 0.10
H -0.947304 1.792839 0.426515 -0.004 0.060 -0.091 0.10
H 0.158473 -0.116350 1.583523 0.056 -0.013 -0.007 0.12
C 0.471042 -8.201628 5.168352 -0.461 0.119 0.097 0.02
C -0.836888 -8.265101 4.900741 0.363 0.157 0.264 0.02
C -1.349020 -9.058351 3.765978 -0.887 -0.025 -0.153 -0.39
O -2.545812 -9.115400 3.519103 0.762 0.046 0.121 0.09
C -0.360527 -9.779625 2.939874 0.457 -0.113 -0.105 0.02
C 0.947403 -9.716152 3.207485 -0.374 -0.167 -0.290 0.02
C 1.459535 -8.922901 4.342248 0.967 0.072 0.228 -0.38
O 2.656326 -8.865853 4.589123 -0.839 -0.054 -0.182 0.10
H 0.863389 -7.623875 5.996311 0.026 -0.025 -0.037 0.12
H -1.574593 -7.742370 5.497701 -0.002 -0.028 -0.051 0.12
H -0.752874 -10.357377 2.111915 -0.027 0.019 0.029 0.12
H 1.685108 -10.238883 2.610525 0.005 0.031 0.046 0.12
C -2.479799 4.211032 -4.216034 0.245 -0.159 0.318 0.03
C -2.160041 3.657892 -3.042102 0.210 0.140 -0.431 0.03
C -3.201744 3.236141 -2.084923 0.285 -0.334 0.749 -0.37
O -2.909944 2.731607 -1.009372 -0.261 0.243 -0.635 0.09
C -4.609686 3.447715 -2.475740 -0.340 0.160 -0.301 0.02
C -4.929444 4.000855 -3.649672 -0.143 -0.206 0.444 0.02
C -3.887741 4.422607 -4.606851 -0.133 0.404 -0.834 -0.39
O -4.179542 4.927140 -5.682402 0.155 -0.334 0.706 0.10
H -1.728098 4.526622 -4.929195 -0.045 0.002 -0.001 0.12
H -1.132024 3.495338 -2.741146 -0.065 0.031 0.077 0.10
H -5.361387 3.132126 -1.762579 0.038 -0.002 0.006 0.12
H -5.957461 4.163409 -3.950628 0.046 0.008 -0.024 0.12
C 4.032424 7.461115 0.151372 -0.052 0.415 -0.059 0.03
C 3.358210 8.562851 0.494797 0.341 -0.244 -0.268 0.03
C 2.330543 8.533065 1.554148 -0.517 0.855 0.239 -0.38
O 1.711556 9.540548 1.867745 0.457 -0.744 -0.218 0.11
C 2.078091 7.239738 2.220012 0.096 -0.501 0.061 0.03
C 2.752304 6.138002 1.876587 -0.297 0.188 0.234 0.03
C 3.779971 6.167788 0.817236 0.237 -0.397 -0.138 -0.36
O 4.398958 5.160304 0.503639 -0.398 0.606 0.428 0.06
H 4.788827 7.465497 -0.623924 -0.027 -0.042 0.001 0.13
H 3.532334 9.519195 0.016357 -0.034 -0.027 0.034 0.13
H 1.321687 7.235355 2.995308 0.012 0.031 -0.032 0.13
H 2.578181 5.181658 2.355027 0.025 0.006 -0.031 0.12
C 7.111617 2.438278 -3.898834 -0.193 0.321 -0.337 0.02
C 6.316171 3.467979 -4.204296 0.309 -0.318 -0.171 0.02
C 5.500407 4.138201 -3.172529 -0.433 0.561 -0.169 -0.38
O 4.770560 5.079457 -3.451583 0.421 -0.531 0.177 0.10
C 5.598898 3.627792 -1.790651 0.063 -0.332 0.243 0.01
C 6.394344 2.598091 -1.485189 -0.279 0.308 0.017 0.03
C 7.210107 1.927869 -2.516957 0.561 -0.725 0.314 -0.38
O 7.939955 0.986613 -2.237902 -0.471 0.611 -0.220 0.10
H 7.715945 1.935015 -4.643659 0.000 -0.012 0.045 0.12
H 6.233478 3.854522 -5.213040 -0.016 0.009 0.036 0.12
H 4.994570 4.131055 -1.045827 0.209 -0.034 -0.170 0.07
H 6.477036 2.211548 -0.476446 0.039 -0.008 -0.024 0.12
```
Positions in Å, forces in eV/Å.

C38H27Co2N2O6S as an isolated structure in a non-equilibrium geometry. Source: the OMol25 dataset; level of theory: ωB97M-V/def2-TZVPD.

Output
Charge: -1
Relative energy (zero: lowest compared OMol25 entry of this formula, charge and spin): 0.00 kcal/mol
Largest force on an atom: 0.073 Eh/bohr
LUMO: 0.0748 Ha
Calculated total energy: -5188.91611 Ha
Highest occupied orbital energy: -3.750 eV

XYZ file:
```
76
Properties=species:S:1:pos:R:3:forces:R:3:lowdin_charge:R:1
C 2.335153 5.349016 0.697043 -0.110 -0.072 -0.113 -0.10
C 1.000916 5.762757 0.698250 0.054 -0.148 -0.035 -0.08
C -0.026071 4.815236 0.675567 0.282 -0.167 0.032 -0.03
C 0.283274 3.454863 0.663909 -0.416 -0.498 0.029 -0.23
C -0.828243 2.401938 0.714500 -0.110 0.352 -0.201 -0.17
C -0.790837 1.608313 2.025609 -0.010 -0.037 0.329 -0.17
C -1.526997 0.424582 2.145325 0.000 -0.231 -0.066 -0.05
C -1.482812 -0.350023 3.302126 0.174 0.366 0.174 -0.08
C -0.704797 0.069697 4.386647 -0.044 -0.105 -0.255 -0.10
C 0.026010 1.256183 4.289953 -0.218 -0.177 -0.022 -0.09
C -0.033945 2.025127 3.128521 0.027 -0.062 -0.058 -0.04
C -0.755976 1.427121 -0.489887 0.043 -0.477 -0.108 -0.30
C -0.264285 1.982575 -1.813663 0.030 0.801 -0.072 -0.13
C 0.042511 0.828237 -2.731667 -0.066 -0.464 -0.032 -0.13
N -1.049312 -0.147589 -2.676690 0.623 -0.298 -0.552 -0.04
C -1.083915 -1.274321 -3.503351 0.250 0.367 0.380 -0.24
C -2.199129 -2.077606 -3.246995 0.252 -0.262 -0.379 -0.46
C -2.361716 -3.281499 -3.932821 0.163 0.507 0.069 -0.08
C -1.412798 -3.621242 -4.910097 -0.010 0.156 0.122 -0.10
C -0.303528 -2.799352 -5.161387 -0.301 -0.023 0.254 -0.09
C -0.105934 -1.622311 -4.430096 -0.305 -0.200 -0.061 -0.02
S -3.201133 -1.378096 -1.991410 -0.347 0.074 0.140 1.11
C -2.036541 -0.076692 -1.726722 0.375 1.284 1.462 -0.56
N -2.054410 0.755073 -0.720913 0.344 -1.279 -1.107 0.05
C 1.617045 3.035152 0.643500 0.262 0.546 0.125 -0.06
C 2.643528 3.985886 0.659538 -0.324 -0.273 -0.006 -0.08
H 3.139931 6.084047 0.705174 -0.217 -0.147 0.036 0.10
H 0.751157 6.822860 0.717675 0.109 -0.215 -0.001 0.10
H -1.076960 5.115172 0.681927 0.348 -0.014 0.016 0.12
H -1.793618 2.931352 0.644816 0.195 -0.176 0.019 0.15
H -2.150471 0.110214 1.308764 0.172 0.056 0.330 0.10
H -2.088512 -1.256844 3.355960 0.203 0.278 0.043 0.11
H -0.676214 -0.534691 5.293698 0.053 0.190 -0.180 0.10
H 0.651388 1.585989 5.119586 -0.194 -0.052 -0.152 0.10
H 0.535953 2.951771 3.081737 -0.118 -0.207 0.014 0.11
H -0.002032 0.661104 -0.193189 -0.389 0.100 -0.082 0.16
H -1.033745 2.626162 -2.255670 0.036 -0.032 0.089 0.14
H 0.639781 2.583281 -1.691946 -0.080 -0.045 -0.086 0.11
H 0.183208 1.157546 -3.766557 -0.103 -0.032 0.082 0.13
H 0.970014 0.335843 -2.407556 -0.075 0.019 -0.093 0.13
H -3.214582 -3.911234 -3.679072 0.259 0.034 -0.294 0.11
H -1.540857 -4.542188 -5.476752 0.055 0.204 0.135 0.10
H 0.415207 -3.080719 -5.926472 -0.102 -0.010 0.155 0.10
H 0.776468 -0.992854 -4.557414 -0.291 -0.247 -0.100 0.10
H 1.848404 1.964650 0.655168 -0.055 0.403 -0.009 0.13
H 3.678669 3.644328 0.655665 -0.199 0.186 -0.003 0.10
O -8.948540 0.913401 2.606595 0.543 0.563 -1.467 0.12
C -8.515456 1.367114 1.634355 -0.181 -0.429 2.428 -0.15
Co -8.018890 2.145115 0.114821 -3.385 0.435 1.594 0.05
C -9.792961 2.208719 -0.341332 -0.528 1.327 -0.237 -0.24
O -10.853189 2.690580 -0.289903 0.586 -0.811 -0.179 0.07
C -7.825126 3.886571 0.544292 0.140 0.786 -0.763 -0.10
O -7.786276 5.023028 0.765368 -0.002 -1.537 0.008 0.08
C -7.279309 1.450397 -1.393386 0.901 0.980 -3.329 -0.24
C -6.426558 1.348635 -0.343970 2.017 -1.862 0.297 -0.26
C -5.263791 0.880213 0.171743 -1.091 0.421 -0.607 -0.09
C -5.357031 0.388085 1.541590 0.374 0.889 1.506 -0.25
C -4.637478 1.041189 2.559794 0.004 -0.563 -0.230 -0.06
C -4.698877 0.586155 3.868402 -0.075 -0.102 0.244 -0.11
C -5.465512 -0.540820 4.183319 -0.027 0.143 -0.088 -0.11
C -6.241910 -1.153247 3.194546 -0.113 0.354 0.286 -0.09
C -6.256410 -0.636309 1.906689 0.788 0.072 -0.445 -0.05
Co -8.994912 0.427105 -1.508425 0.269 -1.017 -0.035 0.00
C -8.165092 -0.569910 -2.680365 1.404 -0.004 -0.508 -0.18
O -7.588056 -1.158499 -3.492039 -0.824 0.373 0.817 0.11
C -10.360177 0.580023 -2.606068 -1.355 1.468 -0.588 -0.18
O -11.258338 0.731735 -3.319320 0.797 -0.532 0.545 0.09
C -9.370123 -0.746422 -0.216125 -0.336 -1.158 1.558 -0.15
O -9.650168 -1.510548 0.607429 0.318 0.873 -1.150 0.09
H -7.027549 1.839234 -2.385882 -0.108 0.393 0.340 0.07
H -4.296739 0.938315 -0.345868 -0.557 -0.691 -0.011 0.06
H -4.027402 1.902369 2.271166 -0.160 -0.284 0.246 0.11
H -4.151861 1.113673 4.650089 -0.075 -0.166 -0.116 0.10
H -5.505529 -0.905848 5.209744 0.058 0.051 -0.226 0.09
H -6.889369 -1.988099 3.456643 0.079 0.155 -0.062 0.10
H -6.934222 -1.015169 1.139401 0.311 -0.099 0.204 0.10
```
Positions in Å, forces in eV/Å.